[1]
DFT (ωB97M-V/def2-TZVPD) results for a single C4H8O2 molecule.

Results
HOMO (eV): -9.0
SMILES: C[C@@]1(O)C[C@H]1O
LUMO level (eV): 0.80
Largest force on an atom (Eh/bohr): 0.0070

```
14
C4H8O2 | OMol25 | ωB97M-V/def2-TZVPD
C 0.5812 -1.3137 0.2230
C -0.1123 -0.0025 0.4890
O -0.9221 0.0224 1.6302
C 0.5563 1.3044 0.1916
C -0.5748 0.8336 -0.6737
O -0.2339 0.4540 -1.9742
H 1.4618 -1.4705 0.8563
H 0.9018 -1.3523 -0.8188
H -0.1101 -2.1582 0.3786
H -1.0704 -0.8949 1.8629
H 0.3470 2.1294 0.8666
H 1.5543 1.2811 -0.2309
H -1.5246 1.3558 -0.5491
H -0.8568 -0.2259 -2.2598
```

---

[2]
DFT (ωB97M-V/def2-TZVPD) results for a single C6H6 molecule.

Results
HOMO (eV): -9.6
SMILES: C#CCC1C=C1
LUMO level (eV): 1.18
Largest force on an atom (Eh/bohr): 0.1183

```
12
C6H6 | OMol25 | ωB97M-V/def2-TZVPD
C 2.1449 0.9401 0.0182
C 1.5394 -0.1030 -0.0710
C 0.4737 -1.1040 -0.1192
C -0.9195 1.0967 0.4698
C -1.4132 0.6735 -0.6678
C -0.8597 -0.4101 0.2664
H 2.6179 1.8353 0.3279
H 0.3159 -1.6429 -1.0394
H 0.4858 -1.9295 0.6962
H -0.5253 1.6951 1.1442
H -1.7431 0.9453 -1.5579
H -1.5445 -1.1322 0.6482
```

---

[3]
DFT (ωB97M-V/def2-TZVPD) results for 2 unconnected molecules or ions with the total composition C15H18.

Results
HOMO (eV): -8.8
SMILES: CCc1ccccc1.Cc1ccccc1
LUMO level (eV): 0.90
Largest force on an atom (Eh/bohr): 0.0928

```
33
C15H18 | OMol25 | ωB97M-V/def2-TZVPD
C 0.8728 -2.7799 -0.9090
C 1.4301 -3.2186 -2.3570
C 1.7025 -1.7268 -0.2821
C 1.7077 -0.4384 -0.8546
C 3.0347 -2.0041 0.2711
C 2.6686 0.5266 -0.9271
C 4.0188 -0.9868 0.4968
C 3.8747 0.1573 -0.2281
H -0.2280 -2.7826 -0.7777
H 0.7750 -3.7467 -0.4065
H 0.8545 -2.7766 -3.1933
H 0.8594 -0.0819 -1.3898
H 3.4077 -3.0623 0.5266
H 2.5109 1.4768 -1.4749
H 5.0009 -1.4170 0.9336
H 4.6419 0.8925 -0.3672
H 1.5252 -4.3123 -2.4306
H 2.4676 -2.8805 -2.6469
C -3.9628 0.1933 1.8093
C -1.8648 2.5255 -0.5300
C -1.7962 3.6097 0.2733
C -2.5133 1.3472 0.0501
C -3.0657 1.3149 1.2759
C -2.1340 3.5031 1.6788
C -2.8047 2.4041 2.1634
H -1.3503 2.5423 -1.4603
H -1.4315 4.5530 0.1001
H -2.6023 0.5049 -0.6297
H -1.9497 4.4082 2.2878
H -3.9343 -0.7806 1.2652
H -5.0163 0.6979 1.6881
H -2.9621 2.4444 3.2102
H -3.7372 -0.1067 2.8344
```

---

[4]
DFT (ωB97M-V/def2-TZVPD) results for a molecular structure, C24H56CdO13Zn.

Results
HOMO (eV): -12.4
Total charge: +2
LUMO level (eV): -9.82
Largest force on an atom (Eh/bohr): 0.1176

```
95
C24H56CdO13Zn | OMol25 | ωB97M-V/def2-TZVPD
Zn 6.3580 2.8699 0.0087
Cd -2.9595 -2.1710 0.3172
C 0.9516 1.4285 0.2484
C -0.1426 0.5628 -0.0121
C -0.6935 0.3470 -1.5230
O -1.6476 -0.3457 -1.6902
C 0.1387 0.9858 -2.5313
C 1.2942 1.7037 -2.2544
C 1.7203 1.9184 -0.7843
O 2.8767 2.4871 -0.4177
O 1.9799 2.1312 -3.2607
O -0.7872 -0.1181 0.8017
H 1.1895 1.6253 1.2833
H -0.1372 0.8776 -3.5699
C -5.4588 -2.9625 -3.5376
C -4.5922 -4.1103 -2.9325
O -4.3991 -3.9975 -1.5154
H -6.4963 -3.1613 -3.2688
H -5.4767 -2.8995 -4.6256
H -5.1774 -1.9608 -3.2130
H -3.5700 -4.0749 -3.3091
H -4.9896 -5.1211 -3.0239
H -4.6110 -4.8176 -1.0636
C 2.5490 -1.3506 7.6174
C 1.7643 -2.0066 6.4597
O 1.3340 -1.0165 5.5288
H 1.9953 -0.5152 8.0459
H 3.5561 -1.2004 7.2285
H 2.6963 -2.0864 8.4079
H 0.9848 -2.7359 6.6801
H 2.4706 -2.7161 6.0288
H 1.9183 -0.9776 4.7681
C 8.3363 2.1776 -4.6957
C 7.7352 1.2540 -3.5882
O 6.7002 1.8863 -2.8536
H 7.5510 2.7445 -5.1957
H 8.9752 1.7359 -5.4604
H 8.8770 2.9820 -4.1971
H 8.3727 0.8071 -2.8253
H 7.3392 0.3424 -4.0356
H 5.9929 2.0273 -3.4872
C -0.8691 3.6437 5.9647
C 0.5961 4.0138 5.8142
O 0.6983 5.4064 5.9229
H -1.2927 4.0772 6.8706
H -1.0061 2.5634 6.0119
H -1.4228 4.0824 5.1345
H 1.0459 3.6724 4.8818
H 1.3101 3.5732 6.5100
H 1.5346 5.6081 6.3490
C -4.8025 2.4913 0.5913
C -4.8653 1.2903 1.6053
O -5.1721 0.0858 0.9482
H -4.7752 3.4823 1.0445
H -5.5997 2.4161 -0.1482
H -3.9209 2.4970 -0.0497
H -5.7288 1.5060 2.2345
H -4.0465 1.1160 2.3032
H -6.0692 -0.2099 1.1194
C -1.6062 7.1159 -5.2443
C -0.8096 5.8829 -4.7058
O -0.0974 5.3011 -5.7979
H -1.9923 6.8944 -6.2392
H -1.0338 8.0311 -5.3960
H -2.5155 7.4130 -4.7218
H -1.5537 5.1104 -4.5118
H -0.1511 6.1173 -3.8695
H 0.4424 4.6853 -5.2969
C -5.0582 -2.8536 5.1725
C -3.7050 -2.9323 4.3783
O -3.8374 -3.3037 3.0653
H -5.8062 -2.2911 4.6138
H -4.9964 -2.2476 6.0763
H -5.3523 -3.8415 5.5271
H -3.0071 -3.4321 5.0500
H -3.3977 -1.8907 4.2854
H -4.0642 -4.2365 3.0695
C 3.4142 -3.3190 -4.6785
C 3.2557 -2.4262 -5.8887
O 1.8862 -2.0291 -6.0619
H 3.5053 -2.7517 -3.7522
H 4.2650 -3.9839 -4.8270
H 2.6040 -4.0306 -4.5192
H 3.5083 -2.9085 -6.8331
H 3.8786 -1.5410 -5.7601
H 1.7912 -1.1335 -5.7295
C 2.0703 -4.2509 0.5652
C 0.6132 -4.3884 0.9460
O -0.2863 -3.8869 -0.0514
H 2.7843 -4.7318 1.2338
H 2.5108 -3.2631 0.4293
H 2.1644 -4.7927 -0.3759
H 0.2385 -4.0881 1.9245
H 0.3798 -5.4412 1.1048
H -0.1741 -4.4203 -0.8416
```

---

[5]
DFT (ωB97M-V/def2-TZVPD) results for a single C7H12N2 molecule.

Results
HOMO (eV): -8.8
SMILES: CC(C)(C)/C(N)=C/C#N
LUMO level (eV): 0.60
Largest force on an atom (Eh/bohr): 0.0467

```
21
C7H12N2 | OMol25 | ωB97M-V/def2-TZVPD
C 0.5194 0.1493 -0.3382
C 1.7395 -0.4444 0.3952
C 0.7202 1.6771 -0.4092
C 0.4955 -0.3761 -1.7873
C -0.8482 -0.3296 0.3586
N -1.0261 -1.6914 0.5185
C -1.5386 0.5811 1.0821
C -2.6040 0.2312 1.9602
N -3.4941 -0.0759 2.6395
H -0.6733 -2.2796 -0.2298
H -1.9162 -1.9989 0.9084
H -1.4109 1.6459 0.9422
H 2.6683 -0.2094 -0.1385
H 1.8329 -0.0352 1.4073
H 1.6867 -1.5350 0.4765
H 1.6565 1.9239 -0.9252
H 0.8019 2.1290 0.5854
H -0.0993 2.1638 -0.9485
H 0.4333 -1.4676 -1.8370
H 1.4119 -0.0943 -2.3199
H -0.3555 0.0360 -2.3405
```

---

[6]
DFT (ωB97M-V/def2-TZVPD) results for a molecular structure, C10H15N4O5P.

Results
HOMO (eV): -8.5
LUMO level (eV): 0.49
Largest force on an atom (Eh/bohr): 0.3812

```
35
C10H15N4O5P | OMol25 | ωB97M-V/def2-TZVPD
O 2.9470 -3.0484 -1.6303
O -1.9177 0.9153 -1.2792
N 1.4046 -1.5043 1.7315
O -0.0403 2.5228 -2.4471
O 0.9359 3.8082 -1.7468
O 0.6344 3.8601 -0.0593
C 2.4512 -2.5334 -0.6437
C -1.4112 1.1058 -0.2004
C 2.6900 -1.7257 1.5400
C 0.5486 -1.8683 0.6885
C -1.2654 -2.2505 -0.6240
C 1.0334 -2.3185 -0.4971
C -0.8875 -1.8203 0.6262
N 3.2314 -2.2475 0.4078
N -0.0825 -2.4629 -1.3241
N -1.6080 0.0212 2.0982
C -2.1837 1.0132 1.1553
C -1.8402 -1.4028 1.7293
C -0.0133 1.5450 -0.2218
P -0.1184 3.0095 -1.0096
H -0.7419 1.8670 -2.3712
H 0.6350 3.2779 -2.5283
H 1.1755 4.1521 -0.8571
H 3.4218 -1.4488 2.3300
H -2.2984 -2.2979 -1.0071
H 4.1594 -2.6202 0.3778
H -0.0676 -2.8188 -2.2826
H -0.5803 0.1411 2.1368
H -3.2106 0.7997 0.9388
H -2.0904 1.9827 1.6720
H -1.5838 -2.0100 2.6162
H -2.9060 -1.5125 1.4424
H 0.4050 1.7037 0.8014
H 0.5979 0.8130 -0.7209
H -1.4239 3.3528 -0.8418
```

---

[7]
DFT (ωB97M-V/def2-TZVPD) results for 12 unconnected molecules or ions with the total composition C10H45N9O13.

Results
HOMO (eV): -9.4
SMILES: COCCNCCOC.NC(N)=O.NC(N)=O.NC(N)=O.NC(N)=O.O.O.O.O.O.O.O
LUMO level (eV): -0.37
Largest force on an atom (Eh/bohr): 0.0261

```
77
C10H45N9O13 | OMol25 | ωB97M-V/def2-TZVPD
C 18.2815 19.8235 -8.0899
O 17.5463 21.0244 -8.0450
C 18.2776 22.1133 -7.5647
C 19.3305 22.6335 -8.5330
N 18.7488 23.4525 -9.5969
C 19.7293 23.9665 -10.5419
C 19.0231 24.5383 -11.7470
O 18.0915 25.5511 -11.4498
C 18.6652 26.8328 -11.2583
H 18.8505 19.7373 -9.0165
H 17.5796 18.9931 -8.0038
H 18.9415 19.7221 -7.2189
H 18.7539 21.9127 -6.5935
H 17.5786 22.9245 -7.3392
H 19.8521 21.7740 -8.9964
H 20.1401 23.1302 -7.9912
H 18.0249 22.9152 -10.0622
H 20.4664 23.2162 -10.8651
H 20.2903 24.7626 -10.0370
H 18.4707 23.7381 -12.2569
H 19.7382 24.8792 -12.5100
H 19.2576 27.1582 -12.1180
H 19.2857 26.8861 -10.3553
H 17.8483 27.5290 -11.0723
C 18.6726 31.0630 -11.7072
O 18.1874 30.7444 -12.7819
N 19.9734 31.4772 -11.5432
N 17.9313 31.0801 -10.5400
H 20.2165 31.9757 -10.7063
H 20.6533 31.2646 -12.2441
H 16.9900 30.7455 -10.6373
H 18.3712 31.0348 -9.6374
C 15.5648 30.6029 -4.6805
O 15.8032 30.0215 -5.7620
N 16.5068 31.4216 -4.1162
N 14.3959 30.4210 -4.0293
H 16.2515 32.0798 -3.4063
H 17.3392 31.5558 -4.6634
H 13.7033 29.8130 -4.4979
H 14.2384 30.7748 -3.1060
C 18.7788 29.3759 -7.6990
O 19.7741 29.1600 -8.4156
N 18.0640 28.3905 -7.1189
N 18.4328 30.6421 -7.3319
H 17.3598 28.5882 -6.4241
H 18.1593 27.4676 -7.5153
H 19.0909 31.3906 -7.4405
H 17.5747 30.7577 -6.8070
C 12.8683 27.8124 -6.6930
O 12.4520 28.4289 -5.6984
N 12.1191 26.8245 -7.2705
N 14.0658 28.0966 -7.2701
H 11.2199 26.5942 -6.8983
H 12.5151 26.2414 -7.9835
H 14.6710 28.7938 -6.8238
H 14.3504 27.6538 -8.1242
O 22.5013 30.1927 -8.3055
H 22.7613 29.3358 -8.6524
H 21.5537 30.2489 -8.5098
O 17.6083 25.4241 -5.3163
H 17.8946 25.3353 -6.2391
H 18.4185 25.5952 -4.8273
O 19.2138 32.6609 -5.0442
H 19.1414 33.5006 -4.5765
H 19.9104 32.8124 -5.6899
O 15.9557 25.9162 -9.5689
H 16.4504 26.1792 -8.7854
H 16.6220 25.4905 -10.1293
O 18.5275 25.7894 -8.0749
H 19.4591 26.0751 -8.0412
H 18.5118 24.9428 -8.5832
O 20.0747 32.9340 -8.8735
H 19.3453 33.5033 -9.1534
H 20.5273 33.4322 -8.1850
O 21.0487 26.8713 -8.1418
H 20.6099 27.7454 -8.2902
H 21.9801 27.0026 -8.3335
```

---

[8]
DFT (ωB97M-V/def2-TZVPD) results for a single C7H8O molecule.

Results
HOMO (eV): -9.8
SMILES: C#CCC/C=C\C=O
LUMO level (eV): 0.10
Largest force on an atom (Eh/bohr): 0.0535

```
16
C7H8O | OMol25 | ωB97M-V/def2-TZVPD
C 1.8654 0.6441 -0.0872
C 1.8097 1.5917 -0.7996
C 1.7155 -0.4791 0.8183
C 0.1651 -0.7778 0.9942
C -0.4616 -0.8342 -0.3817
C -1.4884 -0.1485 -0.9596
C -2.4766 0.6866 -0.1732
O -2.5040 0.8476 1.0314
H 2.1376 -1.2213 0.1260
H 2.2442 -0.3849 1.8015
H 0.0108 -1.8209 1.5725
H -0.4379 -0.0649 1.6253
H 0.2444 -1.2260 -1.0142
H -1.4393 -0.1252 -2.0649
H -3.2264 1.2259 -0.7357
H 1.8417 2.0869 -1.7530
```

---

[9]
DFT (ωB97M-V/def2-TZVPD) results for 2 unconnected molecules or ions with the total composition C4H7NO.

Results
HOMO (eV): -8.4
LUMO level (eV): 1.14
Largest force on an atom (Eh/bohr): 0.1052

```
13
C4H7NO | OMol25 | ωB97M-V/def2-TZVPD
C -1.8812 -0.0760 0.4794
C 0.9457 0.9594 -0.6737
C 0.2295 0.4413 0.5769
C 0.9389 -0.5374 -0.2365
N -2.0763 -0.8774 -0.4056
O 2.0844 -1.2232 0.2140
H -2.5704 0.5326 1.0643
H 0.5030 1.2122 -1.5799
H 1.8410 1.6282 -0.3608
H 0.4192 0.8330 1.5027
H 0.2400 -1.1150 -0.8592
H -2.9801 -1.0773 -0.6711
H 2.3063 -0.7005 0.9495
```

---

[10]
DFT (ωB97M-V/def2-TZVPD) results for 7 unconnected molecules or ions with the total composition C5H24O7.

Results
HOMO (eV): -10.0
SMILES: CO.CO.CO.CO.CO.O.O
LUMO level (eV): 0.29
Largest force on an atom (Eh/bohr): 0.0251

```
36
C5H24O7 | OMol25 | ωB97M-V/def2-TZVPD
O -2.7106 -1.1245 0.5695
H -2.0159 -0.7650 0.0084
H -3.4568 -0.5283 0.4696
O 0.8867 -2.1034 4.3659
H 0.3204 -2.7506 4.7941
H 0.6138 -1.2597 4.7355
C -0.4293 3.5856 1.7128
O -1.2574 4.5745 2.3163
H -0.7730 3.3342 0.7060
H 0.6170 3.8999 1.6883
H -0.5054 2.6961 2.3337
H -1.3005 5.3334 1.7296
C 3.6001 -1.4122 -1.2501
O 3.8131 -0.0867 -0.8436
H 3.3126 -1.4686 -2.3146
H 4.4849 -2.0323 -1.1409
H 2.7748 -1.8875 -0.7061
H 2.9387 0.3181 -0.8418
C -2.5182 1.2643 -2.0894
O -1.1855 1.1515 -1.6177
H -3.1970 0.9051 -1.3120
H -2.7568 2.3130 -2.2656
H -2.6854 0.6695 -2.9846
H -0.6449 0.6869 -2.2609
C -0.6280 -2.6634 -2.3746
O 0.2415 -3.0821 -1.3440
H -0.9051 -1.6086 -2.2744
H -0.1988 -2.8553 -3.3624
H -1.5598 -3.2308 -2.3002
H 0.6975 -2.3105 -0.9943
C 0.9039 -0.0046 1.4591
O 0.6612 -0.1423 0.0572
H 1.7845 -0.5901 1.7010
H 1.1235 1.0368 1.7329
H 0.0371 -0.2962 2.0553
H -0.0828 0.4339 -0.1578
```

---

[11]
DFT (ωB97M-V/def2-TZVPD) results for a molecular structure, C40H38BN6O4Pd.

Results
HOMO (alpha / beta) (eV): -5.3 / -5.3
Total charge: -1
LUMO level (alpha / beta) (eV): 2.73 / 2.73
Largest force on an atom (Eh/bohr): 0.0348

```
90
C40H38BN6O4Pd | OMol25 | ωB97M-V/def2-TZVPD
Pd 0.2165 0.0089 0.1018
C -2.2016 -1.6943 3.6342
C -2.1353 -2.0020 2.2565
N -1.9939 -0.9019 1.5401
N -1.9510 0.1207 2.4080
C -2.0808 -0.3197 3.6775
B -1.9354 1.5562 1.8149
N -0.4879 2.1732 1.7734
C 0.1207 2.9172 2.6960
C 1.3330 3.3608 2.1879
C 1.3799 2.8217 0.9072
N 0.2850 2.1154 0.6421
N -2.4463 1.4768 0.3543
C -3.6121 1.9360 -0.1282
C -3.6961 1.6084 -1.4658
C -2.4922 0.9334 -1.7231
N -1.7481 0.8704 -0.6331
H -2.2905 -2.3746 4.4656
H -2.1791 -2.9644 1.7683
H -2.0849 0.3689 4.5089
H -2.6652 2.2713 2.4656
H -0.3456 3.0862 3.6542
H 2.0752 3.9683 2.6777
H 2.1514 2.9120 0.1579
H -4.2942 2.4649 0.5171
H -4.5009 1.8202 -2.1490
H -2.1250 0.5117 -2.6462
C 5.8080 -3.6002 -1.1359
C 4.7281 -3.5114 -0.0809
C 4.9242 -4.4942 1.0588
O 3.4624 -3.7500 -0.6755
C 2.5928 -2.6226 -0.4812
C 3.3349 -1.7861 0.5484
O 4.6989 -2.1897 0.4153
C 3.2199 -0.2679 0.4060
O 1.9540 0.1227 0.8725
C 3.5899 0.1598 -1.0259
C 2.6464 0.6313 -1.9299
C 2.9868 0.9438 -3.2423
C 4.2909 0.7954 -3.6821
C 5.2530 0.3406 -2.7874
C 4.9074 0.0314 -1.4797
C 4.1572 0.4226 1.4249
C 4.2294 -0.0735 2.7275
C 4.9250 0.6043 3.7161
C 5.5575 1.8079 3.4272
C 5.4696 2.3260 2.1443
C 4.7689 1.6405 1.1569
C 1.1715 -3.0615 -0.0889
O 0.3492 -1.9749 0.0499
C 1.1937 -3.8178 1.2640
C 1.3488 -5.1945 1.3891
C 1.4095 -5.8021 2.6406
C 1.3205 -5.0391 3.7946
C 1.1306 -3.6651 3.6838
C 1.0520 -3.0682 2.4345
C 0.5853 -3.9730 -1.2140
C 1.2109 -5.0851 -1.7904
C 0.5581 -5.8667 -2.7377
C -0.7311 -5.5530 -3.1464
C -1.3511 -4.4348 -2.6072
C -0.6990 -3.6595 -1.6553
H 5.8812 -4.6204 -1.5165
H 6.7707 -3.3058 -0.7121
H 5.5592 -2.9281 -1.9581
H 4.8797 -5.5197 0.6853
H 4.1291 -4.3616 1.7961
H 5.8919 -4.3256 1.5374
H 2.4957 -2.0736 -1.4224
H 2.9808 -2.0337 1.5446
H 1.6239 0.7563 -1.6139
H 2.2205 1.2991 -3.9204
H 4.5568 1.0289 -4.7062
H 6.2818 0.2279 -3.1089
H 5.6681 -0.3216 -0.7961
H 3.7199 -0.9926 2.9840
H 4.9603 0.1972 4.7197
H 6.1071 2.3365 4.1967
H 5.9391 3.2730 1.9064
H 4.6956 2.0721 0.1661
H 1.4163 -5.8149 0.5066
H 1.5208 -6.8784 2.7067
H 1.3888 -5.5079 4.7690
H 1.0350 -3.0533 4.5740
H 0.8590 -2.0070 2.3400
H 2.2256 -5.3317 -1.5182
H 1.0652 -6.7303 -3.1545
H -1.2423 -6.1696 -3.8764
H -2.3510 -4.1605 -2.9251
H -1.1706 -2.7838 -1.2294
```

---

[12]
DFT (ωB97M-V/def2-TZVPD) results for 3 unconnected molecules or ions with the total composition C2H9OS.

Results
HOMO (alpha / beta) (eV): -6.3 / -9.8
2S+1: 2
LUMO level (alpha / beta) (eV): 0.62 / 0.62
⟨S²⟩: 0.75
Largest force on an atom (Eh/bohr): 0.0789

```
13
C2H9OS | OMol25 | ωB97M-V/def2-TZVPD
O -2.4647 -1.0532 0.5278
H -3.0315 -1.4922 -0.1397
H 3.9390 1.1062 0.4189
H -2.1986 -1.7645 1.1117
C 0.4165 -0.4920 0.1819
C -0.4951 0.3933 -0.4779
S -0.3044 2.0353 -0.7600
H 0.4934 -0.3834 1.2817
H 1.5194 -0.3587 0.0185
H 0.4788 -1.5484 -0.1584
H 4.5741 1.3011 0.1132
H -1.5009 0.0007 -0.6282
H -1.4261 2.2556 -1.4895
```

---

These records have E_tot values of -307.643818, -232.026197, -582.253853, -3872.177248, -383.423216, -1326.286304, -1879.121297, -346.628406, -286.437516, -731.473261, -2329.402019, -554.889318 Eh, in the order they appear.